1.
A molecular structure, C20H46N4O4 at a distorted geometry, computed with ωB97M-V/def2-TZVPD.

CARTESIAN COORDINATES (ANGSTROEM)
O1 1.133 -2.746 1.796
C1 0.409 -3.598 1.387
N1 -0.844 -3.253 1.113
C2 0.860 -5.101 1.173
H1 -1.014 -2.263 1.215
H2 -1.580 -3.933 0.981
H3 0.058 -5.791 0.912
H4 1.477 -5.549 1.951
H5 1.375 -5.109 0.212
O2 -3.559 -0.885 -2.317
C3 -2.728 -0.181 -2.786
N2 -2.859 1.104 -2.716
C4 -1.677 -0.780 -3.696
H6 -3.588 1.564 -2.189
H7 -2.070 1.682 -2.968
H8 -1.693 -0.278 -4.663
H9 -1.973 -1.773 -4.034
H10 -0.627 -0.837 -3.410
C5 1.062 0.305 1.458
C6 1.607 -0.980 0.725
N3 2.660 -0.587 -0.220
C7 3.810 -1.496 -0.189
C8 4.790 -1.281 1.002
C9 2.216 -0.406 -1.582
C10 1.122 0.678 -1.831
H11 0.547 0.967 0.762
H12 1.912 0.738 1.985
H13 0.327 -0.061 2.175
H14 1.897 -1.699 1.491
H15 0.761 -1.534 0.319
H16 4.461 -1.299 -1.040
H17 3.414 -2.507 -0.283
H18 5.832 -1.440 0.727
H19 4.661 -1.849 1.924
H20 4.601 -0.279 1.388
H21 3.068 -0.135 -2.207
H22 1.797 -1.370 -1.869
H23 0.140 0.293 -1.557
H24 1.304 1.610 -1.297
H25 1.152 1.028 -2.863
C11 -1.491 2.179 2.971
C12 -0.726 1.731 1.706
N4 -0.594 2.777 0.640
C13 0.133 4.004 0.863
C14 1.547 3.775 1.458
C15 -1.878 3.159 0.016
C16 -2.639 2.062 -0.729
H26 -0.698 2.642 3.557
H27 -2.020 1.431 3.561
H28 -2.159 3.024 2.803
H29 0.285 1.468 2.017
H30 -1.286 0.869 1.345
H31 0.113 4.617 -0.038
H32 -0.368 4.652 1.582
H33 2.150 3.174 0.778
H34 2.020 4.754 1.539
H35 1.511 3.372 2.470
H36 -1.722 3.848 -0.814
H37 -2.562 3.538 0.775
H38 -1.924 1.540 -1.365
H39 -3.363 2.405 -1.468
H40 -3.107 1.230 -0.203
O3 -3.035 0.387 0.906
C17 -2.238 -0.375 0.366
O4 -2.668 -1.572 -0.009
C18 -1.645 -2.317 -0.688
C19 -0.569 -1.295 -1.075
C20 -0.786 -0.169 0.028
H41 -2.261 -2.631 -1.530
H42 -1.187 -3.151 -0.157
H43 -0.547 -0.887 -2.086
H44 0.376 -1.807 -0.893
H45 -0.719 0.888 -0.231
H46 -0.187 -0.292 0.930

Results
Total energy (eV): -35617.2526
Charge: 0

2.
10 unconnected molecules or ions with the total composition C20H46N8O14 at a distorted geometry, computed with ωB97M-V/def2-TZVPD.

CARTESIAN COORDINATES (ANGSTROEM)
C1 0.600 0.446 -0.021
O1 0.645 0.265 -1.226
O2 0.104 -0.457 0.708
O3 1.053 1.494 0.412
C2 -5.473 0.113 0.010
O4 -6.859 0.178 -0.013
C3 -7.625 -0.915 0.426
O5 -7.190 -1.789 1.125
O6 -8.927 -0.793 -0.004
C4 -9.886 -1.860 0.214
H1 -5.091 -0.126 1.003
H2 -4.983 1.076 -0.134
H3 -4.984 -0.674 -0.563
H4 -10.373 -1.821 1.188
H5 -9.482 -2.858 0.044
H6 -10.750 -1.742 -0.441
O7 -2.226 -4.180 -5.126
C5 -1.660 -3.167 -4.736
N1 -1.739 -2.871 -3.437
C6 -0.807 -2.262 -5.591
H7 -2.181 -3.498 -2.779
H8 -1.240 -2.069 -3.079
H9 -1.387 -1.591 -6.225
H10 -0.075 -2.891 -6.098
H11 -0.297 -1.659 -4.840
O8 2.627 -6.802 0.085
C7 2.790 -5.987 -0.778
N2 2.372 -4.783 -0.638
C8 3.679 -6.377 -1.938
H12 2.626 -3.972 -1.185
H13 1.610 -4.514 -0.032
H14 4.609 -6.719 -1.484
H15 3.859 -5.565 -2.643
H16 3.243 -7.273 -2.380
O9 -3.089 4.528 4.901
C9 -2.382 4.153 3.953
N3 -2.150 2.885 3.774
C10 -1.755 5.182 3.049
H17 -2.560 2.267 4.460
H18 -1.389 2.619 3.166
H19 -2.420 6.001 2.777
H20 -1.444 4.628 2.163
H21 -0.892 5.647 3.526
O10 7.173 3.571 -0.186
C11 6.052 3.145 0.064
N4 4.947 3.575 -0.536
C12 5.990 1.956 1.014
H22 4.904 4.299 -1.238
H23 4.109 3.119 -0.205
H24 6.550 1.095 0.650
H25 4.954 1.628 1.089
H26 6.442 2.252 1.961
O11 -2.948 -4.765 5.078
C13 -2.205 -3.985 4.555
N5 -2.440 -3.472 3.375
C14 -1.022 -3.451 5.352
H27 -1.836 -2.724 3.066
H28 -3.169 -3.885 2.811
H29 -1.340 -2.816 6.178
H30 -0.175 -3.039 4.804
H31 -0.510 -4.305 5.797
O12 -0.961 6.086 -3.745
C15 -1.083 4.900 -3.513
N6 0.033 4.236 -3.247
C16 -2.401 4.190 -3.596
H32 0.911 4.734 -3.217
H33 0.001 3.328 -2.806
H34 -2.527 4.101 -4.675
H35 -3.175 4.806 -3.139
H36 -2.298 3.274 -3.014
O13 6.464 0.082 -5.139
C17 5.485 -0.214 -4.475
N7 4.447 0.664 -4.455
C18 5.421 -1.565 -3.782
H37 4.569 1.505 -5.002
H38 3.754 0.750 -3.725
H39 6.423 -1.655 -3.361
H40 5.146 -2.339 -4.498
H41 4.671 -1.531 -2.992
O14 2.478 3.301 6.257
C19 2.453 2.732 5.178
N8 2.609 3.365 4.016
C20 2.187 1.239 5.158
H42 2.837 4.345 3.931
H43 2.274 2.786 3.260
H44 2.914 0.795 4.478
H45 1.191 0.969 4.806
H46 2.202 0.652 6.076

Results
Total energy (eV): -62074.7729
Charge: -2

3.
8 unconnected molecules or ions with the total composition C20H46O16 at a distorted geometry, computed with ωB97M-V/def2-TZVPD.

CARTESIAN COORDINATES (ANGSTROEM)
O1 6.177 8.351 18.745
C1 6.394 8.724 17.635
C2 6.901 10.066 17.516
C3 7.308 10.619 16.406
C4 7.363 9.760 15.163
O2 7.928 10.168 14.165
C5 6.808 8.341 15.190
C6 6.344 7.863 16.366
H1 6.869 10.470 18.501
H2 7.697 11.637 16.324
H3 6.868 7.725 14.297
H4 6.005 6.852 16.553
O3 12.881 12.907 8.138
C7 12.696 12.724 6.689
C8 13.642 11.575 6.240
O4 13.376 10.495 7.164
H5 12.210 13.449 8.556
H6 11.649 12.517 6.455
H7 13.007 13.649 6.156
H8 14.723 11.876 6.336
H9 13.417 11.202 5.238
H10 13.206 11.033 7.968
O5 8.552 7.005 12.589
C9 8.643 6.096 11.467
C10 7.583 6.396 10.395
O6 7.688 5.544 9.279
H11 8.870 7.938 12.427
H12 9.644 6.125 11.023
H13 8.490 5.085 11.829
H14 7.734 7.452 10.222
H15 6.546 6.303 10.812
H16 8.606 5.446 8.969
O7 15.676 15.184 10.204
C11 14.779 15.863 10.966
C12 13.421 15.361 10.658
O8 13.409 13.931 10.819
H17 16.336 14.735 10.743
H18 15.029 15.790 12.087
H19 14.753 16.948 10.747
H20 13.331 15.524 9.596
H21 12.571 15.809 11.203
H22 14.080 13.533 10.229
O9 10.305 6.211 7.981
C13 10.177 7.695 7.810
C14 11.329 8.342 8.643
O10 12.599 7.878 8.119
H23 11.237 5.981 7.666
H24 10.287 7.921 6.720
H25 9.165 7.897 8.175
H26 11.287 8.103 9.711
H27 11.389 9.412 8.462
H28 13.114 8.645 7.804
O11 7.940 12.895 10.301
C15 7.823 14.239 10.240
C16 8.783 14.938 9.332
O12 10.153 14.617 9.736
H29 8.179 12.610 11.161
H30 6.856 14.608 9.834
H31 7.861 14.720 11.212
H32 8.821 16.017 9.602
H33 8.603 14.661 8.254
H34 10.185 13.669 10.079
O13 10.639 16.023 12.547
C17 11.157 14.974 13.420
C18 10.005 14.172 14.097
O14 9.294 13.410 13.176
H35 10.511 15.638 11.678
H36 11.811 14.322 12.797
H37 11.827 15.432 14.136
H38 9.347 14.959 14.515
H39 10.611 13.555 14.829
H40 9.898 12.934 12.567
O15 9.804 9.862 11.953
C19 11.188 9.888 11.978
C20 11.627 11.020 11.032
O16 11.074 12.283 11.380
H41 9.458 10.387 12.690
H42 11.600 10.002 13.007
H43 11.589 8.963 11.582
H44 11.407 10.787 9.976
H45 12.711 11.150 11.024
H46 11.701 12.998 11.243

Results
SMILES: O=C1C=CC(=O)C=C1.OCCO.OCCO.OCCO.OCCO.OCCO.OCCO.OCCO
Total energy (eV): -54240.6350
Charge: 0

4.
A molecular structure, C20H46O4P4Zr at a distorted geometry, computed with ωB97M-V/def2-TZVPD.

CARTESIAN COORDINATES (ANGSTROEM)
Zr1 0.201 0.102 0.113
P1 1.582 0.226 2.505
P2 0.195 -2.625 0.210
P3 -1.918 0.615 1.750
H1 0.022 3.362 -3.489
C1 -1.073 3.312 -3.503
C2 -1.822 3.834 -2.530
H2 -1.391 4.399 -1.692
C3 3.402 0.196 2.368
C4 1.319 -0.902 3.917
C5 1.344 1.869 3.272
C6 0.210 -3.406 -1.438
C7 1.532 -3.538 1.069
C8 -1.319 -3.311 0.965
C9 -2.096 2.439 1.670
C10 -2.081 0.279 3.539
C11 -3.565 0.075 1.177
H3 -1.528 2.795 -4.356
H4 -2.917 3.755 -2.551
H5 3.775 1.182 2.058
H6 3.728 -0.552 1.633
H7 3.826 -0.045 3.354
H8 1.184 -1.932 3.570
H9 0.437 -0.601 4.493
H10 2.205 -0.862 4.564
H11 1.277 2.644 2.496
H12 2.212 2.086 3.912
H13 0.435 1.901 3.886
H14 -0.801 -3.458 -1.858
H15 0.603 -4.426 -1.318
H16 0.865 -2.854 -2.125
H17 1.171 -4.550 1.299
H18 1.815 -3.039 2.002
H19 2.417 -3.598 0.421
H20 -1.208 -4.401 1.048
H21 -2.197 -3.077 0.349
H22 -1.464 -2.889 1.969
H23 -3.149 2.697 1.845
H24 -1.793 2.818 0.685
H25 -1.473 2.919 2.435
H26 -3.124 0.446 3.841
H27 -1.433 0.930 4.137
H28 -1.824 -0.767 3.744
H29 -4.318 0.787 1.541
H30 -3.788 -0.925 1.572
H31 -3.612 0.039 0.081
C12 -2.130 -0.385 -2.335
C13 -2.143 -1.519 -3.140
C14 -3.366 -1.877 -3.713
C15 -4.487 -1.056 -3.561
C16 -4.398 0.148 -2.854
C17 -3.180 0.517 -2.265
O1 -1.095 -0.214 -1.406
H32 -0.517 -1.178 -1.141
H33 -1.227 -2.094 -3.285
H34 -3.434 -2.802 -4.283
H35 -5.434 -1.347 -4.016
H36 -5.263 0.803 -2.758
H37 -3.034 1.467 -1.743
C18 5.070 -1.521 -1.216
O2 3.786 -1.384 -0.570
P4 2.541 -0.427 -1.056
O3 3.175 0.716 -2.014
C19 4.180 1.659 -1.543
O4 0.814 1.878 -0.225
C20 1.149 3.167 -0.676
H38 5.432 -2.503 -0.905
H39 5.755 -0.743 -0.860
H40 4.973 -1.489 -2.309
H41 4.240 1.700 -0.445
H42 5.143 1.355 -1.967
H43 3.876 2.634 -1.930
H44 0.311 3.852 -0.524
H45 2.026 3.552 -0.142
H46 1.376 3.140 -1.745

Results
Total energy (eV): -68069.4020
Charge: +4

5.
A molecular structure, C20H46OP4ReS at a distorted geometry, computed with ωB97M-V/def2-TZVPD.

CARTESIAN COORDINATES (ANGSTROEM)
Re1 -0.057 0.173 0.109
P1 -1.857 -0.914 1.187
P2 0.974 -1.976 0.194
P3 -1.612 1.907 -0.132
H1 2.095 1.594 -5.179
C1 1.677 2.397 -4.524
C2 2.313 2.712 -3.377
H2 3.431 2.598 -3.417
C3 -3.179 -1.720 0.183
C4 -1.574 -2.267 2.411
C5 -2.914 0.034 2.359
C6 2.613 -2.241 -0.590
C7 1.357 -2.708 1.832
C8 -0.117 -3.297 -0.516
C9 -0.982 3.206 -1.235
C10 -2.108 2.930 1.312
C11 -3.263 1.531 -0.866
H3 0.880 3.005 -4.964
H4 1.913 3.227 -2.485
H5 -3.864 -2.212 0.886
H6 -2.759 -2.475 -0.488
H7 -3.742 -0.987 -0.399
H8 -2.449 -2.346 3.057
H9 -0.737 -2.014 3.062
H10 -1.409 -3.231 1.931
H11 -3.540 -0.679 2.902
H12 -3.580 0.720 1.837
H13 -2.308 0.560 3.100
H14 3.223 -2.916 0.039
H15 3.134 -1.266 -0.637
H16 2.515 -2.672 -1.602
H17 0.623 -3.476 2.105
H18 1.384 -1.943 2.619
H19 2.335 -3.202 1.801
H20 0.544 -4.103 -0.870
H21 -0.699 -2.902 -1.363
H22 -0.793 -3.704 0.253
H23 -1.743 3.996 -1.273
H24 -0.796 2.812 -2.242
H25 -0.038 3.610 -0.849
H26 -2.604 3.825 0.917
H27 -1.237 3.226 1.911
H28 -2.815 2.431 1.976
H29 -3.599 2.453 -1.353
H30 -4.013 1.236 -0.120
H31 -3.167 0.759 -1.638
C12 1.289 -0.160 -3.045
C13 0.119 -0.370 -3.786
C14 0.155 -1.228 -4.874
C15 1.374 -1.675 -5.380
C16 2.532 -1.476 -4.618
C17 2.523 -0.675 -3.487
S1 1.293 0.876 -1.678
H32 -0.785 -0.111 -1.340
H33 -0.780 0.240 -3.632
H34 -0.789 -1.524 -5.318
H35 1.498 -2.089 -6.391
H36 3.427 -2.028 -4.890
H37 3.427 -0.318 -3.000
C18 2.965 0.906 3.373
P4 1.164 0.965 3.422
C19 0.377 -0.206 4.542
C20 0.476 2.549 3.913
O1 0.694 0.688 1.981
H38 3.319 -0.137 3.324
H39 3.396 1.382 4.265
H40 3.320 1.436 2.474
H41 0.481 0.108 5.592
H42 -0.694 -0.237 4.288
H43 0.806 -1.208 4.439
H44 0.826 3.307 3.202
H45 -0.621 2.457 3.823
H46 0.751 2.839 4.941

Results
⟨S²⟩: 3.7888
Total energy (eV): -73611.9652
Charge: +4
Spin multiplicity: 4

6.
A molecular structure, C20H46OP4ScSe at a distorted geometry, computed with ωB97M-V/def2-TZVPD.

CARTESIAN COORDINATES (ANGSTROEM)
Sc1 -0.696 -0.023 -0.404
P1 2.450 -0.002 -1.378
P2 0.145 -0.690 2.645
P3 0.362 2.149 0.913
H1 -2.570 1.166 -4.145
C1 -1.680 1.668 -4.535
C2 -0.415 1.410 -4.150
H2 -0.130 0.757 -3.345
C3 2.901 -1.349 -2.459
C4 3.157 -0.395 0.227
C5 3.167 1.532 -1.959
C6 -1.114 -0.626 3.986
C7 0.595 -2.457 2.881
C8 1.497 -0.014 3.708
C9 0.304 3.670 -0.114
C10 1.937 2.593 1.764
C11 -0.814 2.577 2.234
H3 -1.874 2.457 -5.286
H4 0.398 1.899 -4.724
H5 2.234 -1.411 -3.331
H6 2.871 -2.299 -1.904
H7 3.939 -1.180 -2.799
H8 2.689 -1.285 0.690
H9 3.065 0.464 0.912
H10 4.231 -0.585 0.041
H11 2.849 1.745 -2.991
H12 4.256 1.387 -1.952
H13 2.900 2.358 -1.285
H14 -0.725 -1.209 4.833
H15 -2.054 -1.060 3.621
H16 -1.288 0.410 4.301
H17 0.703 -2.624 3.962
H18 1.552 -2.681 2.398
H19 -0.198 -3.102 2.485
H20 1.608 -0.660 4.588
H21 1.250 0.998 4.053
H22 2.445 0.002 3.160
H23 0.495 4.537 0.533
H24 -0.685 3.769 -0.565
H25 1.071 3.646 -0.899
H26 1.875 3.637 2.074
H27 2.795 2.473 1.104
H28 2.102 2.002 2.658
H29 -0.889 3.670 2.290
H30 -0.477 2.207 3.212
H31 -1.812 2.169 2.029
C12 -3.329 0.776 0.140
C13 -2.723 1.244 -1.074
C14 -2.959 2.573 -1.485
C15 -3.898 3.350 -0.777
C16 -4.516 2.863 0.385
C17 -4.245 1.581 0.840
Se1 -2.862 -0.921 0.800
H32 0.960 0.135 -1.465
H33 -2.269 0.509 -1.797
H34 -2.450 2.959 -2.389
H35 -4.195 4.350 -1.099
H36 -5.219 3.510 0.921
H37 -4.713 1.183 1.733
C18 1.260 -4.201 -0.113
P4 -0.230 -3.568 -0.883
C19 -0.111 -3.901 -2.634
C20 -1.547 -4.607 -0.261
O1 -0.357 -2.038 -0.652
H38 1.213 -4.085 0.977
H39 2.151 -3.683 -0.492
H40 1.347 -5.276 -0.339
H41 -0.165 -4.989 -2.805
H42 -0.943 -3.413 -3.162
H43 0.841 -3.514 -3.025
H44 -1.510 -4.678 0.836
H45 -2.528 -4.231 -0.586
H46 -1.425 -5.623 -0.671

Results
Total energy (eV): -146712.4252
Charge: +3